8 unconnected molecules or ions with the total composition C54H119N5O8 at a distorted geometry. Source: the OMol25 dataset; level of theory: the ωB97M-V functional and the def2-TZVPD basis.

Output
- 2S+1: 1
- ΔE to the lowest compared entry with this formula, charge and spin: 159.29 kcal/mol
- Charge: 0
- Calculated total energy: -3004.08833 hartree

Atoms and positions in Å:
H: 9.245 2.189 -1.437
H: -4.275 10.984 4.046
C: 9.003 0.400 -0.144
H: -2.993 8.832 1.418
H: -2.128 11.112 1.059
C: 4.867 6.321 -5.364
H: -12.780 -0.297 3.234
C: 4.144 -3.373 -6.421
H: -5.583 2.015 -3.684
H: 4.186 3.638 -3.243
H: 3.494 -3.049 -7.234
C: 6.000 -14.379 -0.270
H: -4.483 8.382 4.556
H: -3.741 12.107 5.370
H: 5.008 -14.248 -2.260
C: -1.471 -3.253 -0.401
C: -1.249 -3.464 2.282
C: 9.860 1.458 -0.913
H: 4.813 -5.166 -6.987
H: 3.354 4.424 -4.644
H: -0.193 -4.370 -1.787
N: -0.315 -2.291 -0.300
H: -1.374 -3.335 -2.483
H: 5.684 7.033 -5.479
H: -7.797 -0.052 1.678
H: 3.562 -13.004 2.683
C: -0.762 -0.363 1.164
C: -1.795 11.409 3.184
C: 4.014 4.566 -3.788
H: -11.006 -1.362 0.074
C: -7.877 0.746 2.415
H: 4.470 -16.937 0.103
H: 9.907 2.660 0.779
H: 0.854 -3.212 2.210
H: 4.249 5.195 -0.987
C: 5.579 -13.636 -1.562
O: 7.408 6.234 -3.575
H: 7.948 0.668 -0.205
C: -1.343 -4.164 0.870
C: -8.564 -0.801 4.271
H: -6.666 2.706 -2.400
H: 3.109 -10.538 -0.413
H: -9.329 -1.162 0.794
C: 6.190 4.082 -5.001
H: 4.907 8.778 -1.739
H: -0.451 -4.776 0.739
C: -10.347 -0.782 0.720
H: 0.115 -1.928 3.029
H: -5.440 6.161 -2.802
H: 4.732 6.037 -6.408
H: 2.060 -1.034 1.849
H: 3.154 -5.274 -6.220
H: 6.190 -2.673 -6.029
H: -8.275 -2.286 2.808
C: -1.025 11.387 5.491
H: -2.132 12.441 3.084
H: 4.240 -15.756 -1.169
C: -5.742 2.820 -2.967
C: -4.140 8.367 3.522
H: 4.707 -16.131 2.582
C: 4.796 -14.801 0.708
H: -2.800 -1.701 -1.149
H: -6.939 0.790 2.967
H: -0.021 10.964 5.434
C: 10.610 2.397 -0.012
C: 3.217 5.410 -2.857
H: -1.240 8.936 1.929
H: -2.324 6.525 4.207
C: -10.461 -1.991 2.978
H: 7.227 6.086 -1.067
C: 5.297 5.205 -4.316
H: -9.740 1.585 5.293
C: 5.246 8.154 -2.566
H: -0.890 7.080 3.280
O: -6.345 4.328 -4.719
H: 10.605 1.240 -2.580
H: -5.985 5.070 -1.493
H: -10.473 -2.949 2.458
H: 2.308 -11.332 0.902
H: 4.553 -5.272 -5.274
H: 5.698 -14.714 2.804
H: 6.984 4.568 -5.566
H: -7.545 -0.960 4.625
H: 7.747 5.387 -3.875
H: 2.411 4.893 -2.338
C: -2.778 -2.539 -0.452
H: -3.971 10.384 5.594
H: -1.136 11.317 6.573
H: 2.436 -14.061 -1.479
C: 4.077 -15.943 -0.107
H: 9.276 -0.637 -0.336
H: 4.640 8.242 -3.468
H: -0.953 12.457 5.299
C: 3.260 -11.278 0.373
H: -7.908 1.653 4.906
C: -0.012 -2.553 2.145
O: 3.822 -2.742 -5.168
C: -6.110 5.342 -2.541
H: -4.767 9.147 3.090
H: -7.133 5.626 -2.787
H: -3.614 10.874 2.044
H: 6.736 -15.168 -0.426
H: -1.132 -4.117 3.147
C: -8.941 0.499 3.484
H: 2.112 -2.089 0.512
N: 6.150 5.762 -3.163
H: -11.097 -2.150 3.849
H: 5.864 6.351 -0.070
H: 0.496 -1.835 -1.885
C: 0.074 -1.571 0.921
H: 3.934 6.824 -5.109
H: -0.668 0.182 2.103
C: 4.151 -4.834 -6.187
H: 1.805 -12.345 -1.280
H: -3.582 -3.268 -0.557
C: -2.543 10.682 1.971
H: 6.451 3.358 -4.229
H: 1.778 -0.346 0.366
H: -1.951 -4.862 -1.685
C: -10.844 -0.641 2.212
H: 4.565 -3.021 -4.628
H: -4.574 7.443 3.139
H: -2.244 6.505 2.465
H: 1.596 -13.536 0.009
H: 4.358 -12.180 -2.139
C: -9.030 -2.083 3.567
C: -2.096 10.771 4.561
H: 6.521 -13.576 0.251
H: -12.857 -1.385 1.943
C: 5.398 -15.462 2.070
H: 5.565 3.449 -5.631
H: -2.047 -4.992 0.943
H: -0.680 0.351 0.345
C: -1.978 7.093 3.343
H: -1.765 -0.749 0.984
H: -2.013 -2.711 2.473
H: 6.084 8.753 -2.923
H: -4.972 2.720 -2.202
O: 10.791 0.788 -1.754
N: 4.069 -13.533 0.966
H: 9.221 0.434 0.924
H: -6.270 3.588 -5.326
O: -10.598 1.698 2.329
H: -12.560 0.339 1.515
C: 5.506 6.633 -2.198
C: -8.939 1.627 4.554
C: -1.228 -4.047 -1.670
C: -2.622 8.490 3.459
C: -5.590 4.185 -3.481
C: 3.531 -12.707 -0.167
O: -1.880 8.743 5.774
H: 3.014 -15.852 0.113
H: 6.180 -16.149 1.747
N: -1.953 9.302 4.468
O: -0.183 -1.412 -1.354
H: 3.506 6.741 -1.282
H: 11.479 1.865 0.374
H: -3.078 -2.120 0.508
O: 3.186 -13.617 2.048
H: 5.253 -11.634 -0.786
H: 6.850 7.699 -0.563
H: 3.955 -10.780 1.049
H: 6.470 -13.294 -2.089
N: -10.271 0.500 2.873
C: 5.488 -2.856 -6.843
C: -3.607 11.135 4.894
H: 5.312 -1.880 -7.294
H: -8.018 1.775 2.084
H: -9.247 -0.852 5.118
H: -8.934 -2.922 4.256
H: -10.999 2.169 3.063
H: -9.072 2.635 4.160
C: -12.369 -0.456 2.237
H: 10.964 3.333 -0.445
H: 2.817 6.291 -3.361
H: 5.932 -3.342 -7.711
H: -4.517 4.373 -3.525
C: -2.278 9.174 2.165
H: -0.969 8.441 5.814
C: 6.396 6.776 -0.922
C: 4.148 5.984 -1.733
C: 2.245 -13.223 -0.808
H: -0.711 11.474 3.095
H: -10.100 0.170 0.251
C: 1.539 -1.256 0.917
C: 4.676 -12.487 -1.143

Forces on the atoms, in the same order (eV/Å):
-0.61 -0.72 -0.81
0.34 0.52 -0.17
0.61 0.96 0.71
0.53 -1.23 -0.32
-0.21 -0.44 -0.19
0.93 -0.17 0.10
0.32 0.60 0.05
0.81 0.62 1.46
-0.15 0.15 -0.13
0.35 -0.34 -0.41
-0.74 -0.27 0.52
-0.25 0.99 0.88
0.18 -0.18 0.31
0.08 0.12 -0.30
0.14 -0.31 -0.05
1.71 0.63 1.70
0.91 1.74 -2.10
-0.12 -0.19 0.95
-0.45 -1.02 -0.16
0.30 -0.71 -0.29
-0.08 -0.37 0.43
0.95 -1.18 1.63
-0.40 -0.31 -0.31
-0.05 0.34 0.48
-0.21 0.43 -0.15
-0.01 0.03 0.15
-1.56 0.55 -1.02
-0.95 -0.38 -1.31
-0.35 -0.32 0.01
0.19 -0.14 0.16
0.64 0.77 1.42
-0.10 0.10 0.27
0.30 0.17 0.37
0.30 0.02 -0.60
0.66 -0.01 0.01
-0.43 -1.21 1.54
-0.33 0.22 -0.53
-0.06 -0.59 -0.32
-0.02 -0.54 0.96
-2.88 -0.97 -0.12
-0.33 -0.28 -0.42
-0.03 -0.33 -0.43
-0.16 -0.90 -0.28
-1.70 0.85 0.75
-0.60 -0.56 0.10
0.62 0.40 0.03
0.76 0.51 0.92
-0.22 0.17 0.13
-0.31 0.37 0.40
-0.10 -0.97 0.08
-0.81 -0.22 0.68
-0.02 -0.03 -0.47
0.13 -0.49 -0.01
-0.17 -0.24 -0.57
-0.17 0.04 1.03
-0.07 0.23 0.84
-0.29 -0.12 0.01
0.05 -0.90 1.86
-1.45 -0.33 1.45
-0.55 0.28 -0.20
1.53 -1.00 -0.72
-0.10 -0.38 -0.36
0.40 -0.15 -0.18
-0.01 -0.21 -0.99
0.22 -0.21 1.18
1.25 1.88 1.33
-0.05 0.08 -0.35
0.33 -0.27 0.10
1.15 0.42 1.12
0.21 0.00 0.08
0.73 0.66 -0.78
0.39 -0.79 0.32
0.12 -0.24 -1.64
0.09 0.50 0.49
0.52 0.92 0.52
0.68 -0.48 -0.55
-0.08 0.09 -0.03
-0.88 0.47 -0.98
-0.13 0.22 0.20
0.42 0.87 0.33
0.40 -0.01 -0.27
0.20 -0.53 0.04
0.08 0.83 -0.24
0.85 0.10 0.00
-0.09 -0.15 -0.38
-1.42 0.16 0.87
0.09 0.11 0.40
-0.98 -0.20 0.07
-0.19 0.19 -0.14
-0.36 1.22 0.53
-0.41 0.16 -0.91
-0.87 0.03 0.36
0.00 0.00 -0.21
-1.38 -0.05 0.49
-0.23 -0.07 0.89
0.03 -0.39 0.63
-0.59 0.53 -0.56
0.83 -0.90 -1.19
0.60 0.33 -0.42
0.03 -0.22 0.15
0.06 0.18 -0.15
-0.33 -0.34 -0.03
-0.18 -0.21 -0.32
0.59 0.13 0.24
-0.07 -0.02 -0.29
-2.44 -1.28 -0.01
-0.48 0.38 -0.04
-0.13 0.14 0.13
0.15 0.24 -0.31
0.28 -2.04 1.94
0.23 0.09 0.34
0.13 -0.39 0.08
-0.16 -1.60 -1.12
-0.26 -0.40 -0.45
-0.15 0.02 -0.88
1.95 0.16 3.08
0.82 0.35 0.19
-0.13 -0.08 -0.62
0.17 -0.08 -0.44
-0.08 -1.61 -0.84
-0.09 0.17 0.46
0.53 -0.22 -0.29
-0.68 0.45 -0.18
-0.21 -0.11 -0.14
-0.99 0.65 0.21
0.99 1.00 -0.92
-1.30 0.58 -0.73
0.37 -0.11 0.42
0.04 -0.01 -0.55
-1.04 0.65 -1.57
-0.06 0.47 -0.54
-0.91 0.40 -0.52
0.47 0.13 -0.01
-0.26 -0.38 0.85
-0.39 0.52 0.81
-0.87 -0.65 -0.04
0.94 -0.69 0.22
0.18 -0.36 0.13
-0.63 0.54 -0.81
1.19 -0.05 -0.75
0.13 0.45 0.23
0.42 -0.24 0.32
-0.14 1.32 -1.00
-0.63 0.02 0.32
-0.32 2.23 1.60
0.69 0.52 -1.08
-0.21 0.54 -0.03
0.12 0.54 -0.95
-1.32 1.25 -0.52
1.13 0.37 0.75
-0.69 -0.11 -0.33
-0.10 -0.56 -0.07
0.45 0.43 0.11
1.44 0.36 0.18
-0.45 0.42 -1.28
0.49 0.31 0.40
-0.02 0.09 0.40
0.44 0.16 0.24
-0.68 -0.33 -0.10
0.35 -0.21 0.20
-0.44 0.41 -0.77
0.52 -0.73 0.04
-0.07 0.16 0.03
0.44 -2.80 2.75
0.47 1.45 -1.19
0.83 -0.84 0.93
0.01 0.46 0.36
-0.08 -0.30 -0.93
0.29 0.64 0.69
-0.29 -0.05 0.07
-0.29 0.27 -0.10
0.04 0.01 -0.66
0.34 -0.71 -0.38
-0.11 -0.18 -0.45
-0.33 -0.12 -0.20
0.19 -0.71 0.38
0.16 0.13 -1.07
-0.52 1.12 -2.39
0.09 -0.08 0.12
0.54 -1.97 0.36
-0.81 -0.05 -1.02
0.42 0.19 0.69
0.09 -0.45 -0.57
-0.81 0.41 0.06
1.80 0.78 -1.01
0.90 0.39 -1.60

---

2 unconnected molecules or ions with the total composition C5H9NO at a distorted geometry. Source: the OMol25 dataset; level of theory: the ωB97M-V functional and the def2-TZVPD basis.

Output
- 2S+1: 1
- ΔE to the lowest compared entry with this formula, charge and spin: 111.58 kcal/mol
- Charge: 0
- Calculated total energy: -325.75975 hartree

Atoms and positions in Å:
C: -2.468 0.862 0.923
O: 2.488 -0.907 -0.946
C: -2.001 -0.392 1.508
C: 0.105 0.307 -1.570
H: -2.531 -1.239 1.064
H: 0.394 -0.645 -2.033
H: 0.603 1.097 -2.167
C: 0.648 0.574 -0.227
H: -2.162 -0.396 2.589
H: 3.288 -1.312 -0.591
H: 1.805 -0.573 1.011
N: -2.831 1.855 0.445
H: 2.614 0.795 0.280
C: 1.943 -0.054 0.044
H: -0.968 0.509 -1.645
H: -0.927 -0.480 1.315

Forces on the atoms, in the same order (eV/Å):
-0.51 1.35 -0.64
0.24 -0.16 -0.01
0.07 -0.09 0.07
-0.09 -0.05 0.16
0.08 0.15 0.06
-0.03 0.13 0.05
0.01 -0.03 0.09
0.24 -0.16 -0.23
-0.03 0.04 -0.16
-0.07 0.03 -0.12
0.05 0.03 -0.12
0.46 -1.44 0.68
-0.09 -0.10 -0.03
-0.33 0.29 0.17
0.19 -0.01 0.01
-0.20 0.02 0.03

---

Number 1: gap between HOMO and LUMO 8.065 eV. Number 2: gap between HOMO and LUMO 8.725 eV.